Computed, not measured: an isolated molecule of C23H29NO5, with ωB97M-V/def2-TZVPD.

The geometry in XYZ format:
```
58
Properties=species:S:1:pos:R:3:forces:R:3:mulliken_charge:R:1
C 0.051296 2.516223 4.559359 -0.189 0.102 0.079 -0.957
O 1.150011 1.832868 4.005546 0.251 -0.168 -0.239 -0.450
C 1.157558 1.612491 2.664849 0.162 -0.098 0.015 0.894
C 0.141451 1.955279 1.798073 0.005 -0.027 -0.003 -0.485
C 0.246169 1.678912 0.430727 0.405 -0.143 0.108 -0.559
C -0.883501 2.050915 -0.437281 -0.331 0.278 -0.001 0.489
O -1.822192 2.728654 -0.096348 0.139 -0.120 -0.087 -0.660
O -0.765626 1.531698 -1.681409 0.240 -0.180 0.100 -0.266
C -1.797068 1.857403 -2.596270 -0.457 0.372 -0.283 -0.631
C -3.083328 1.040801 -2.426946 0.630 0.101 0.311 0.653
O -4.086867 1.328624 -3.042262 -0.277 0.152 -0.327 -0.687
N -2.991776 0.017830 -1.561474 0.171 -0.141 0.311 0.096
C -4.102272 -0.875698 -1.324795 -0.269 -0.045 -0.300 -0.979
C -4.140773 -2.051777 -2.304697 0.051 0.017 0.291 -0.564
C -3.038355 -3.086927 -2.053539 -0.200 0.125 -0.168 -1.285
C -1.656115 -2.525861 -2.234624 0.082 -0.203 0.063 0.655
C -0.786392 -2.405976 -1.157199 -0.056 -0.086 -0.029 -0.722
C 0.486987 -1.890560 -1.327062 0.109 0.024 0.003 -0.038
C 0.904312 -1.478210 -2.580233 0.114 0.014 0.055 -0.549
C 0.044134 -1.586033 -3.659979 0.000 0.021 -0.096 -0.796
C -1.223560 -2.110485 -3.488911 0.006 -0.041 0.032 -0.239
C 1.393975 1.078836 -0.062921 -0.377 0.200 0.035 -1.031
C 2.417023 0.726529 0.799584 0.286 -0.039 0.267 -0.409
C 2.319602 0.967191 2.163526 -0.254 0.217 0.030 0.945
O 3.249317 0.680862 3.101415 -0.354 0.146 -0.032 -0.395
C 4.366575 -0.138732 2.823984 0.293 -0.496 0.167 -0.945
C 4.098517 -1.620703 3.133827 0.025 0.211 -0.218 1.000
C 5.415654 -2.391807 3.107119 -0.218 0.207 0.102 -1.627
C 3.097282 -2.238876 2.161374 0.015 0.107 0.294 -1.417
H 0.272067 2.612412 5.621106 -0.063 0.016 -0.070 0.233
H -0.065286 3.511786 4.120181 -0.004 -0.035 0.003 0.380
H -0.879164 1.953678 4.431735 0.029 0.026 -0.009 0.371
H -0.760403 2.436061 2.140824 -0.063 0.052 0.097 0.587
H -2.067469 2.915084 -2.506124 0.004 -0.224 -0.062 0.334
H -1.390774 1.667994 -3.592502 -0.065 -0.005 0.126 0.398
H -2.088280 -0.231762 -1.189086 -0.049 0.142 -0.111 0.011
H -4.045146 -1.235634 -0.294705 -0.051 0.029 -0.008 0.420
H -5.011401 -0.281844 -1.449724 0.074 -0.092 0.141 0.483
H -5.110970 -2.543190 -2.212120 -0.047 -0.005 -0.066 0.402
H -4.060802 -1.654334 -3.317190 -0.074 0.001 -0.057 0.366
H -3.180011 -3.915166 -2.753093 0.013 -0.056 0.082 0.382
H -3.143367 -3.483117 -1.040915 0.008 -0.066 -0.010 0.372
H -1.105374 -2.726942 -0.174697 -0.052 -0.055 0.088 0.275
H 1.150011 -1.811396 -0.478245 0.065 0.019 0.079 0.518
H 1.899229 -1.081491 -2.719339 0.093 0.052 -0.010 0.452
H 0.365808 -1.267288 -4.640816 0.031 0.019 -0.087 0.431
H -1.885178 -2.203341 -4.338038 -0.088 0.002 -0.103 0.426
H 1.485620 0.889969 -1.119339 0.011 -0.047 -0.077 0.727
H 3.296769 0.256828 0.389972 0.086 -0.052 0.016 0.219
H 5.147855 0.227464 3.497845 -0.055 -0.024 -0.147 0.361
H 4.720812 -0.018086 1.795818 0.010 0.028 0.032 0.326
H 3.676471 -1.666532 4.143141 0.038 0.050 -0.021 0.216
H 5.867749 -2.338334 2.118737 0.096 -0.033 -0.133 0.373
H 5.243717 -3.437626 3.348211 0.032 -0.112 0.001 0.406
H 6.118523 -1.984121 3.829499 0.141 0.003 0.069 0.414
H 3.487051 -2.220018 1.145148 0.027 -0.001 -0.160 0.287
H 2.907396 -3.275149 2.432294 -0.041 -0.117 -0.014 0.486
H 2.151379 -1.702593 2.185391 -0.109 -0.021 -0.069 0.305
```
Forces are in eV/Å.

For the calculated total energy, the calculation gives -1324.81083 a.u. For the molecular weight, the calculation gives 399.487 g mol⁻¹. Its max |F| is 0.0138 Eh/bohr. The SMILES is COc1cc(C(=O)OCC(=O)NCCCc2ccccc2)ccc1OCC(C)C. As for the HOMO energy: -8.3 eV. The calculation puts the LUMO energy at 0.63 eV.


Computed, not measured: a structure of composition C23H30B2CdN9O2S2 in a non-equilibrium geometry, with ωB97M-V/def2-TZVPD.

The geometry in XYZ format:
```
69
Properties=species:S:1:pos:R:3:forces:R:3:mulliken_charge:R:1
Cd 0.692604 0.053786 0.328157 -0.022 -0.546 1.040 1.168
C 1.738904 2.604616 4.014511 -0.018 -0.269 0.620 -0.339
C 1.064857 3.160035 2.878363 -0.409 -0.088 -0.190 -0.174
N -0.099120 2.840292 2.457458 0.031 0.632 -0.293 -0.832
N -0.833853 1.855838 3.196925 0.142 -0.455 0.254 0.299
C 1.165087 1.553249 4.613362 0.140 0.272 -0.174 -0.632
B -2.160551 1.252200 2.324256 0.226 -0.199 -0.387 0.492
N -2.112346 -0.259095 2.108479 -0.080 -0.098 0.260 0.265
C -2.826130 -1.176863 2.791028 -0.043 -0.111 -0.159 -0.234
C -2.567830 -2.417225 2.255767 -0.086 0.044 0.025 -1.473
C -1.656051 -2.164471 1.219051 -0.178 -0.016 -0.027 -0.306
N -1.399470 -0.869934 1.134591 0.313 0.186 0.020 0.120
N -2.250638 1.957364 0.978720 -0.183 0.365 0.239 0.101
C -3.316150 2.639417 0.504008 -0.045 0.129 -0.019 -0.297
C -2.950733 3.222553 -0.687455 -0.030 0.000 -0.016 -1.090
C -1.614908 2.823369 -0.865322 -0.023 0.047 0.080 -0.530
N -1.216032 2.061402 0.133772 0.285 -0.191 0.072 -0.071
H 2.704998 2.990015 4.311873 -0.038 0.070 0.036 0.369
H 1.543898 3.939397 2.293327 -0.014 -0.025 -0.067 0.403
H 1.620474 1.031415 5.445940 0.013 -0.009 0.008 0.386
H -3.117511 1.527124 2.994716 -0.031 -0.027 0.100 -0.215
H -3.473366 -0.884497 3.600001 0.023 0.055 0.012 0.521
H -2.968875 -3.365396 2.568308 -0.006 -0.006 -0.003 0.404
H -1.183565 -2.855224 0.536518 0.127 0.070 0.046 0.306
H -4.257841 2.648156 1.027505 0.051 0.011 0.089 0.445
H -3.553310 3.835939 -1.335304 -0.023 -0.010 0.009 0.409
H -0.935121 3.072814 -1.663041 -0.005 -0.111 0.014 0.653
C 4.363019 -2.246608 -2.389499 0.105 -0.195 0.247 -0.132
S 4.141249 -3.676747 -1.291807 -0.206 0.066 -0.018 -0.207
C 2.714128 -3.018484 -0.367110 0.079 -0.071 0.224 0.330
S 1.140365 -3.357551 -0.887679 -0.452 0.014 -0.226 -0.369
N 3.074374 -2.351736 0.670625 1.299 -0.205 -0.096 -1.324
N 2.199292 -1.649625 1.401067 -1.069 0.408 -0.076 0.541
C 1.766269 -2.110976 2.501427 0.222 -0.244 -0.164 -0.517
C 0.913547 -1.303647 3.370473 -0.392 0.525 0.480 0.781
C 0.345276 -1.918419 4.470671 0.332 -0.330 -0.121 -1.083
C -0.626181 -1.200406 5.208311 -0.019 0.285 0.037 -0.341
C -0.859256 0.099158 4.947384 -0.189 0.138 0.102 -1.416
C 0.012084 0.812308 3.963178 0.610 -0.099 -0.077 1.355
N 0.737841 -0.012990 3.040082 -0.396 -0.309 -0.669 -0.485
H 4.839641 -2.604432 -3.301383 0.002 0.069 -0.033 0.347
H 4.989252 -1.498818 -1.905217 -0.029 0.057 -0.068 0.278
H 3.387872 -1.823793 -2.611059 -0.064 0.059 -0.101 -0.420
H 2.017180 -3.118821 2.830993 0.092 0.026 -0.007 0.311
H 0.550132 -2.958363 4.681893 0.002 -0.001 -0.061 0.293
H -1.207396 -1.711806 5.967529 -0.037 0.019 -0.003 0.438
H -1.617846 0.672877 5.470845 -0.034 -0.046 0.016 0.345
H -1.268382 2.387736 3.955350 -0.103 0.015 -0.101 0.651
C 1.668778 0.329446 -5.222542 -0.018 0.009 0.194 -2.052
C 0.865718 -0.273792 -4.079131 -0.162 -0.204 -0.163 1.708
C 0.701065 -1.774236 -4.308382 -0.002 0.138 0.113 -1.680
O 1.585601 -0.096140 -2.846081 0.394 0.078 0.031 -0.778
B 0.692415 0.149264 -1.822267 -0.030 0.135 -0.732 0.388
O -0.566233 0.378745 -2.350637 -0.257 -0.076 -0.126 -0.365
C -0.490258 0.435542 -3.781598 0.118 0.222 -0.213 1.827
C -0.477480 1.916110 -4.174761 0.008 -0.158 0.112 -2.214
C -1.722290 -0.225328 -4.379673 0.091 0.021 0.201 -2.086
H 2.568535 -0.266037 -5.379197 0.006 -0.002 -0.024 0.478
H 1.972239 1.350915 -4.998435 -0.021 0.014 -0.040 0.350
H 1.077888 0.320121 -6.140747 0.037 0.007 -0.044 0.336
H 1.685068 -2.240750 -4.348280 0.006 -0.018 0.009 0.449
H 0.174798 -1.972686 -5.244418 0.006 -0.015 -0.003 0.366
H 0.164331 -2.226036 -3.476054 0.003 -0.084 -0.002 0.219
H 0.399919 2.410011 -3.754874 -0.003 0.050 -0.030 0.412
H -1.369850 2.389499 -3.764729 -0.007 0.002 -0.047 0.537
H -0.478229 2.038542 -5.258823 0.022 0.038 -0.009 0.345
H -1.843049 -1.239800 -4.005597 -0.004 -0.013 -0.040 0.390
H -1.659518 -0.241454 -5.469615 -0.017 -0.026 -0.019 0.341
H -2.599295 0.352962 -4.085729 -0.034 -0.019 -0.035 0.506
```
Forces are in eV/Å.

For the calculated total energy, the calculation gives -2551.62514 a.u. For the molecular weight, the calculation gives 662.724 g mol⁻¹. The total charge is -1. Its max |F| is 0.0257 Eh/bohr. As for the HOMO energy: -4.0 eV. The calculation puts the LUMO energy at 2.34 eV.